# 1
{"formula": "C4H7O4", "method": "wB97M-V/def2-TZVPD", "species": ["O", "C", "O", "C", "C", "C", "O", "H", "H", "H", "H", "H", "H", "H", "O"], "coordinates": [[-0.158, -0.928, 2.543], [-0.312, -0.927, 1.315], [-1.283, -1.333, 0.623], [0.915, -0.434, 0.476], [0.566, 0.578, -0.603], [1.588, 1.652, -0.814], [1.339, 2.815, -1.031], [1.337, -1.338, 0.031], [1.662, 0.000, 1.146], [0.467, 0.156, -1.615], [-0.408, 1.049, -0.520], [2.643, 1.301, -0.775], [-2.371, -0.223, -1.603], [-1.854, -1.472, -0.958], [-2.150, -1.128, -1.846]], "charge": -1, "lumo_energy_ev": 3.647, "homo_energy_ha": -0.176, "de_lowest_kcal_mol": 13.0, "multiplicity": 1, "homo_lumo_gap_ev": 8.4432}


# 2
{"formula": "C3H10NO2", "method": "wB97M-V/def2-TZVPD", "species": ["C", "C", "C", "O", "N", "H", "H", "H", "H", "H", "H", "H", "H", "H", "H", "O"], "coordinates": [[0.983, -0.669, -0.566], [0.837, 0.759, -1.095], [-0.515, 1.033, -1.694], [-1.606, 0.774, -0.995], [-0.264, -1.034, 0.162], [1.132, -1.402, -1.374], [1.873, -0.763, 0.081], [0.937, 1.457, -0.225], [1.687, 0.975, -1.745], [-0.581, 1.327, -2.726], [-1.055, -0.318, -0.277], [-0.393, -2.020, 0.192], [-0.151, -0.702, 1.119], [-0.370, -0.181, 3.380], [-1.459, 0.781, 3.019], [-1.056, -0.017, 2.746]], "s2": 0.754, "lumo_energy_ev": [0.325, 0.249], "homo_energy_ha": [-0.171, -0.304], "de_lowest_kcal_mol": 4.0, "multiplicity": 2, "homo_lumo_gap_ev": [4.9913, 8.5136]}


# 3
{"formula": "C18H41N2O11PS", "method": "wB97M-V/def2-TZVPD", "species": ["N", "C", "C", "O", "C", "C", "N", "C", "O", "C", "P", "S", "H", "H", "H", "H", "H", "H", "H", "H", "H", "H", "H", "H", "H", "H", "H", "H", "H", "C", "C", "O", "C", "O", "O", "C", "H", "H", "H", "H", "H", "H", "H", "H", "C", "C", "O", "C", "O", "O", "C", "H", "H", "H", "H", "H", "H", "H", "H", "C", "C", "O", "C", "O", "O", "C", "H", "H", "H", "H", "H", "H", "H", "H"], "coordinates": [[3.518, 4.374, -2.370], [4.095, 3.473, -3.355], [3.094, 2.560, -4.064], [3.600, 2.192, -5.361], [2.811, 1.289, -3.266], [1.615, 0.412, -3.681], [1.028, -0.364, -2.590], [0.472, 1.177, -4.334], [0.041, 2.141, -3.378], [-1.185, 2.773, -3.633], [-0.853, 4.402, -4.412], [-0.141, 5.815, -3.296], [2.690, 4.850, -2.712], [3.242, 3.880, -1.531], [4.863, 2.876, -2.850], [4.609, 4.054, -4.128], [2.163, 3.126, -4.177], [3.016, 2.523, -6.046], [2.683, 1.561, -2.211], [3.732, 0.694, -3.326], [1.954, -0.319, -4.426], [0.632, 0.272, -1.904], [1.742, -0.889, -2.095], [0.792, 1.681, -5.258], [-0.340, 0.480, -4.567], [-1.691, 2.961, -2.678], [-1.853, 2.183, -4.275], [-2.055, 4.671, -5.089], [-0.052, 4.001, -5.496], [0.922, -3.709, 3.057], [2.405, -3.498, 2.858], [2.902, -4.253, 1.733], [2.669, -3.714, 0.541], [2.131, -2.655, 0.332], [3.127, -4.542, -0.395], [2.968, -4.068, -1.737], [0.699, -4.770, 3.175], [0.601, -3.190, 3.962], [0.358, -3.312, 2.214], [2.981, -3.879, 3.699], [2.642, -2.446, 2.705], [3.462, -3.105, -1.859], [1.913, -3.963, -1.983], [3.437, -4.821, -2.362], [-2.572, 0.978, 2.348], [-3.821, 1.486, 1.666], [-3.773, 2.916, 1.478], [-3.022, 3.320, 0.456], [-2.465, 2.599, -0.338], [-3.014, 4.650, 0.423], [-2.171, 5.183, -0.609], [-2.423, 1.489, 3.300], [-2.673, -0.091, 2.545], [-1.698, 1.134, 1.719], [-4.706, 1.332, 2.279], [-3.968, 1.010, 0.698], [-2.403, 4.704, -1.556], [-1.125, 5.004, -0.372], [-2.374, 6.247, -0.664], [-3.090, -3.470, 7.401], [-3.772, -4.082, 6.200], [-3.397, -3.412, 4.978], [-2.217, -3.767, 4.476], [-1.481, -4.612, 4.916], [-1.997, -3.046, 3.377], [-0.753, -3.317, 2.723], [-3.309, -2.404, 7.463], [-3.460, -3.948, 8.309], [-2.013, -3.616, 7.351], [-4.852, -3.954, 6.243], [-3.538, -5.141, 6.103], [-0.653, -4.377, 2.498], [0.081, -3.003, 3.349], [-0.780, -2.733, 1.808]], "lumo_energy_ev": 0.419, "homo_energy_ha": -0.271, "multiplicity": 1, "homo_lumo_gap_ev": 7.8043}